22
Properties=species:S:1:pos:R:3:forces:R:3 method="wB97M-V/def2-TZVPD" total_energy_ev=-15772.6846 charge=+1
C -3.066 0.764 -0.309 1.5 0.1 0.4
C -1.216 0.200 0.718 0.6 0.3 -1.3
C -1.653 -0.811 -0.175 -1.6 3.0 0.3
C 0.227 -2.004 0.258 -0.4 -2.0 0.6
C 0.049 0.032 1.345 -1.2 -1.9 1.5
N -2.816 -0.414 -0.793 0.9 -1.5 0.3
N -2.139 1.247 0.553 0.1 -0.7 0.3
N -0.957 -1.930 -0.400 0.4 -0.5 0.1
N 0.623 -1.164 1.161 0.8 1.9 0.2
N 0.929 -3.133 0.166 2.3 -1.8 0.5
N 0.502 0.684 2.470 0.7 1.5 -0.9
N 1.024 0.752 -1.616 1.0 1.3 0.8
H -3.847 1.351 -0.639 -1.7 1.1 -0.4
H -2.217 2.148 1.029 0.3 -0.7 -0.1
H -1.373 -2.767 -0.810 0.1 0.6 -0.2
H 0.405 0.949 -2.359 -1.9 0.3 -0.7
H 0.588 -3.961 -0.351 0.6 1.0 0.5
H 1.846 -3.230 0.757 -2.7 0.4 -1.7
H 0.828 1.670 2.311 -0.6 -1.4 0.6
H 1.164 0.084 2.980 -0.1 0.7 -0.5
H 1.174 1.696 -1.181 -0.3 -1.1 -0.4
H 1.825 0.698 -2.228 1.1 -0.5 0.3